65
Properties=species:S:1:pos:R:3:forces:R:3:lowdin_charge:R:1 method="wB97M-V/def2-TZVPD" homo_lumo_gap_ev="6.530 / 5.425" total_charge=+1 homo_energy_ev="-9.91 / -9.97" lumo_energy_ev="-3.38 / -4.55" s2=3.771 spin_multiplicity=4 de_lowest_kcal_mol=0.0
Re 1.907 6.263 16.337 -0.880 -0.538 -0.952 0.68
S 3.109 7.877 15.202 0.670 1.893 -0.208 0.87
C 2.751 9.399 16.097 -0.454 -0.088 0.349 -0.51
C 3.619 10.501 16.060 -0.996 0.868 1.159 -0.05
C 3.415 11.589 16.953 -0.712 -0.994 -0.423 -0.04
C 2.341 11.560 17.841 -0.306 -1.310 -0.096 -0.06
C 1.456 10.453 17.900 1.006 0.237 -0.387 -0.07
C 1.684 9.390 17.016 -0.486 0.563 0.703 -0.45
S 0.547 7.943 17.155 0.671 2.421 0.641 0.95
C 0.710 7.473 18.923 -0.791 -0.708 0.467 -0.31
C 0.596 5.989 18.940 -1.172 -2.378 0.645 -0.32
C 0.109 5.320 20.089 1.265 -1.308 -1.782 0.03
C 0.132 3.895 20.191 -0.440 2.578 -1.296 0.01
C 0.505 3.220 19.029 0.203 -1.785 -0.305 0.00
C 0.948 3.896 17.881 -1.200 1.292 1.552 -0.28
C 1.442 3.196 16.677 -0.073 -0.618 0.471 -0.33
S 2.835 4.110 15.924 -0.375 -0.217 -0.879 0.97
C 2.367 3.981 14.194 -0.478 -1.090 -0.449 -0.49
C 3.047 2.963 13.502 0.728 0.430 2.092 -0.12
C 2.828 2.725 12.193 0.316 -0.704 -1.494 -0.10
C 1.879 3.494 11.588 -1.624 1.087 -1.385 -0.06
C 1.095 4.478 12.250 0.625 -0.963 -0.690 -0.08
C 1.270 4.689 13.605 1.420 0.658 1.180 -0.59
S 0.402 5.958 14.569 -0.246 -1.525 -1.305 0.57
N 0.875 5.280 17.820 1.378 -1.674 1.595 -0.10
H 4.443 10.594 15.390 0.391 -0.456 -0.455 0.11
H 4.081 12.450 16.961 -0.063 -0.304 -0.145 0.12
H 2.201 12.333 18.562 -0.017 0.560 0.282 0.10
H 0.704 10.389 18.702 0.249 0.147 -0.673 0.12
H -0.155 7.732 19.563 0.461 0.927 -0.576 0.11
H 1.657 7.764 19.395 -0.085 0.268 -0.506 0.12
H -0.253 5.953 20.834 -0.389 0.561 1.496 0.10
H -0.242 3.466 21.107 0.104 -0.454 -0.137 0.12
H 0.427 2.082 18.962 0.386 1.760 0.270 0.15
H 0.592 3.065 16.017 0.131 0.208 -0.675 0.11
H 1.803 2.202 16.951 -0.038 0.081 -0.034 0.10
H 3.788 2.355 14.017 -0.013 0.314 0.144 0.11
H 3.417 1.994 11.601 -0.554 0.511 0.665 0.13
H 1.706 3.333 10.515 -0.016 0.271 0.501 0.12
H 0.413 5.078 11.661 -0.143 -0.106 0.192 0.11
C 9.326 10.293 19.915 -0.971 -0.704 -0.136 -0.05
C 8.066 9.553 20.471 0.087 1.149 0.405 -0.56
C 8.600 8.578 21.514 -0.631 -0.707 0.424 -0.06
C 7.166 10.603 21.168 -1.254 0.650 0.987 -0.08
C 7.265 8.796 19.414 -0.878 -0.294 -0.373 -0.16
C 7.982 8.071 18.478 0.508 -0.409 -0.603 -0.04
C 7.433 7.320 17.421 -0.699 0.080 -0.303 0.02
C 6.058 7.185 17.478 -1.285 -0.100 -0.227 -0.17
O 5.194 6.559 16.552 -0.161 0.383 1.156 0.03
B 3.839 6.920 16.937 3.424 -0.006 0.896 -0.93
O 3.927 7.638 18.182 -0.330 -0.112 -0.336 0.05
C 5.266 7.824 18.478 1.022 0.317 -1.423 -0.18
C 5.819 8.737 19.355 0.560 -0.179 1.070 0.07
H 9.802 10.793 20.735 0.235 0.464 0.435 0.08
H 9.043 10.992 19.153 -0.128 0.618 -0.372 0.08
H 10.070 9.635 19.478 -0.039 -0.297 0.009 0.07
H 8.949 9.105 22.423 -0.269 -0.291 -0.403 0.09
H 9.443 8.024 21.102 -0.008 -0.112 0.034 0.08
H 7.798 7.842 21.751 0.607 0.442 0.253 0.10
H 7.654 11.160 22.009 0.106 -0.611 -0.823 0.09
H 6.245 10.161 21.694 1.256 0.327 -0.917 0.09
H 6.789 11.403 20.477 0.314 -0.823 0.357 0.09
H 9.065 8.048 18.525 -0.048 0.344 0.046 0.11
H 8.034 6.986 16.544 -0.559 -0.005 1.082 0.14
H 5.171 9.310 20.061 0.688 -0.542 -0.794 0.12


145
Properties=species:S:1:pos:R:3:forces:R:3:lowdin_charge:R:1 method="wB97M-V/def2-TZVPD" homo_lumo_gap_ev=7.777 total_charge=+1 homo_energy_ev=-11.66 lumo_energy_ev=-3.88
C 6.396 -5.019 5.392 -0.500 -0.441 -0.302 -0.09
C 5.645 -4.196 4.210 -0.429 -1.227 0.815 -0.16
C 5.190 -2.756 4.677 -0.180 -1.423 1.077 -0.21
F 3.781 -2.624 4.353 2.053 0.092 0.286 -0.07
C 6.027 -1.493 4.202 -1.506 -0.271 -1.462 -0.12
N 4.937 -0.562 3.665 2.338 3.379 -1.931 0.13
C 5.221 -0.129 2.293 0.974 -2.594 2.302 -0.20
N 4.817 0.956 1.664 0.460 -0.749 0.159 0.27
N 6.143 -1.136 1.690 -1.755 0.760 1.778 0.00
C 5.490 -2.269 0.979 -1.111 -1.194 -2.201 -0.05
C 3.899 -2.072 0.776 -0.839 0.514 -1.592 -0.34
O 3.530 -1.214 -0.067 1.434 -1.794 3.296 0.02
N 2.990 -2.910 1.524 0.165 1.679 -1.427 -0.17
C 2.959 -4.324 1.032 1.820 -0.949 0.512 -0.04
C 1.640 -2.307 1.678 -1.612 -0.502 0.349 -0.07
C 6.954 -1.457 2.917 2.470 1.746 0.621 -0.19
C 8.210 -2.444 2.765 -1.826 -1.094 -1.882 -0.08
O 8.562 -2.976 4.062 1.677 2.194 -0.148 0.00
C 9.494 -2.188 4.744 0.367 -0.283 2.237 -0.49
F 9.052 -2.121 6.089 0.985 -0.135 -2.770 0.09
F 9.592 -0.867 4.308 -0.079 -2.569 0.483 0.12
F 10.770 -2.766 4.774 -2.918 1.465 -0.401 0.13
H 6.134 -6.133 5.291 0.453 1.658 0.027 0.09
H 5.986 -4.711 6.419 0.785 -0.292 -1.499 0.09
H 7.524 -4.934 5.333 -1.429 0.093 0.278 0.07
H 4.685 -4.799 4.017 1.263 1.190 0.192 0.12
H 6.247 -4.261 3.255 -0.636 0.361 1.133 0.08
H 5.207 -2.763 5.826 -0.046 0.114 -1.707 0.15
H 6.530 -1.000 5.087 -0.464 -0.690 -1.154 0.17
H 4.964 0.215 4.344 -1.099 -0.123 -0.660 0.16
H 4.941 0.990 0.642 0.016 -0.101 0.713 0.16
H 4.462 1.806 2.118 -0.133 -0.886 -0.074 0.16
H 5.678 -3.301 1.404 -0.106 1.442 0.038 0.11
H 5.915 -2.286 -0.090 -0.639 0.015 1.551 0.15
H 3.342 -5.003 1.879 -0.740 0.801 -1.239 0.09
H 3.728 -4.398 0.186 -1.421 -0.293 0.918 0.11
H 1.934 -4.680 0.711 1.305 0.747 0.146 0.11
H 1.227 -1.816 0.737 0.735 -0.537 1.094 0.09
H 0.925 -3.175 1.912 1.064 1.325 -0.254 0.10
H 1.555 -1.599 2.574 0.490 -0.866 -1.331 0.10
H 7.496 -0.445 3.053 -0.819 -1.370 0.096 0.16
H 9.079 -1.996 2.185 -1.158 -0.329 1.068 0.16
H 7.843 -3.332 2.135 0.826 1.057 1.108 0.14
C 1.489 -3.466 -5.472 0.429 -0.218 -0.543 -0.09
O 0.693 -2.764 -4.518 0.030 -0.146 0.786 -0.22
P 0.647 -3.343 -3.022 0.189 -0.035 -0.021 0.39
O 1.652 -4.385 -2.716 -0.584 0.676 -0.280 -0.24
O -0.876 -3.778 -2.831 0.681 0.801 0.672 -0.22
C -1.378 -4.805 -3.674 -0.179 -0.413 -0.483 -0.10
O 0.736 -2.024 -2.123 -0.777 -1.024 -0.130 -0.24
C 1.844 -1.160 -2.345 0.298 0.668 -0.531 -0.11
H 1.034 -4.430 -5.703 0.135 0.031 -0.038 0.09
H 1.543 -2.872 -6.384 -0.222 0.027 0.148 0.08
H 2.503 -3.612 -5.094 -0.123 -0.116 0.014 0.09
H -0.647 -5.608 -3.796 -0.029 0.030 0.036 0.09
H -1.630 -4.384 -4.651 0.044 -0.043 0.031 0.09
H -2.282 -5.215 -3.224 0.128 0.135 0.085 0.09
H 1.614 -0.481 -3.170 -0.016 -0.118 -0.012 0.10
H 2.748 -1.727 -2.579 -0.042 0.017 0.093 0.09
H 2.015 -0.575 -1.446 -0.203 -0.198 -0.118 0.06
C -3.611 0.433 -4.700 -0.091 -0.284 -0.601 -0.10
O -3.673 1.175 -3.484 0.529 0.294 0.261 -0.22
P -2.287 1.694 -2.862 0.251 0.245 -0.148 0.40
O -1.114 1.585 -3.756 -0.873 -0.102 0.499 -0.23
O -2.172 0.902 -1.479 -0.034 1.209 -0.195 -0.23
C -2.081 -0.514 -1.539 -0.101 -0.591 -0.209 -0.10
O -2.643 3.174 -2.376 0.391 -1.175 0.573 -0.23
C -3.178 4.066 -3.347 -0.388 0.365 -0.500 -0.09
H -3.157 -0.544 -4.522 0.023 0.057 -0.095 0.08
H -4.627 0.291 -5.070 0.018 0.079 0.230 0.09
H -3.040 0.977 -5.455 0.049 -0.117 0.099 0.09
H -1.422 -0.833 -2.348 -0.022 0.004 0.095 0.07
H -3.079 -0.937 -1.686 0.036 -0.002 -0.019 0.09
H -1.682 -0.880 -0.593 0.016 0.177 -0.064 0.09
H -4.258 3.917 -3.419 0.091 0.005 -0.027 0.09
H -2.721 3.906 -4.327 0.014 0.022 0.076 0.09
H -2.985 5.089 -3.027 0.075 -0.157 0.108 0.09
C -5.689 -1.555 1.471 -0.077 -0.531 -0.239 -0.10
O -5.538 -0.418 2.316 -0.304 0.388 0.003 -0.22
P -6.412 0.885 1.965 -0.446 0.280 -0.298 0.40
O -7.484 0.673 0.970 0.893 -0.154 0.666 -0.22
O -5.324 1.986 1.583 -0.830 -0.051 0.906 -0.21
C -4.505 1.742 0.449 0.358 -0.219 -0.434 -0.10
O -6.897 1.393 3.399 0.663 0.116 -0.899 -0.25
C -7.600 0.467 4.216 -0.209 -0.497 0.331 -0.09
H -5.261 -1.352 0.487 -0.100 -0.061 0.001 0.08
H -5.159 -2.393 1.924 0.050 0.202 0.094 0.09
H -6.742 -1.824 1.371 0.093 0.083 -0.116 0.09
H -5.087 1.321 -0.374 0.016 0.050 0.001 0.09
H -3.700 1.056 0.722 -0.043 0.028 -0.046 0.08
H -4.066 2.686 0.125 -0.119 -0.047 0.114 0.09
H -6.884 -0.146 4.767 -0.061 0.001 -0.060 0.09
H -8.249 -0.177 3.617 -0.003 0.078 0.044 0.09
H -8.211 1.022 4.928 0.066 0.100 -0.166 0.09
C -5.553 3.237 8.371 -0.147 -0.370 0.411 -0.11
O -4.996 4.268 7.562 -0.265 0.359 -0.145 -0.23
P -6.021 5.242 6.796 -0.472 0.310 -0.218 0.39
O -7.431 5.137 7.229 1.071 -0.198 -0.100 -0.23
O -5.752 4.942 5.253 0.145 0.988 0.766 -0.21
C -6.019 3.629 4.781 -0.033 -0.433 -0.143 -0.11
O -5.354 6.681 6.974 -0.192 -0.756 -0.826 -0.21
C -5.079 7.110 8.300 0.177 0.069 0.566 -0.10
H -6.030 2.482 7.743 -0.049 0.024 0.104 0.08
H -4.748 2.771 8.939 0.071 0.130 -0.171 0.09
H -6.279 3.648 9.075 -0.037 -0.081 -0.142 0.09
H -6.947 3.238 5.204 0.016 0.090 -0.041 0.08
H -5.187 2.971 5.044 -0.058 -0.014 -0.015 0.10
H -6.111 3.660 3.697 0.028 0.184 0.185 0.08
H -4.111 6.713 8.615 -0.086 0.004 0.018 0.09
H -5.855 6.777 8.994 0.020 0.060 -0.046 0.09
H -5.035 8.199 8.314 -0.082 -0.099 -0.162 0.09
C 2.582 -4.958 -12.342 0.397 -0.201 -0.479 -0.10
O 1.790 -4.261 -11.383 0.045 -0.103 0.629 -0.22
P 1.752 -4.848 -9.888 0.148 -0.233 0.205 0.39
O 2.757 -5.891 -9.594 -0.623 0.738 -0.425 -0.23
O 0.230 -5.286 -9.690 0.691 0.788 0.601 -0.21
C -0.274 -6.309 -10.535 -0.147 -0.384 -0.456 -0.10
O 1.844 -3.533 -8.983 -0.766 -0.842 -0.180 -0.23
C 2.949 -2.668 -9.205 0.412 0.345 -0.286 -0.10
H 2.127 -5.922 -12.576 0.119 0.020 0.001 0.09
H 2.631 -4.358 -13.250 -0.171 0.064 0.158 0.09
H 3.597 -5.106 -11.970 -0.124 -0.109 0.001 0.09
H 0.457 -7.111 -10.665 -0.029 0.022 0.043 0.09
H -0.533 -5.885 -11.508 0.028 -0.041 0.032 0.09
H -1.175 -6.723 -10.082 0.126 0.136 0.080 0.09
H 2.716 -1.988 -10.027 0.057 -0.058 0.044 0.09
H 3.853 -3.233 -9.444 -0.039 0.029 0.061 0.09
H 3.124 -2.084 -8.302 -0.117 -0.146 0.009 0.08
C -1.495 5.775 0.315 -0.093 -0.490 -0.252 -0.11
O -1.354 6.901 1.174 -0.263 0.313 -0.043 -0.23
P -2.237 8.202 0.836 -0.584 0.431 0.067 0.39
O -3.302 7.994 -0.168 0.913 -0.195 0.562 -0.23
O -1.153 9.314 0.470 -0.719 -0.117 0.742 -0.21
C -0.332 9.083 -0.663 0.286 -0.178 -0.384 -0.11
O -2.734 8.685 2.273 0.776 0.323 -0.975 -0.21
C -3.435 7.740 3.072 -0.233 -0.502 0.354 -0.10
H -1.065 5.993 -0.664 -0.094 -0.095 -0.006 0.08
H -0.963 4.932 0.757 0.047 0.190 0.090 0.09
H -2.546 5.502 0.208 0.089 0.063 -0.118 0.08
H -0.910 8.666 -1.491 0.004 0.046 0.017 0.09
H 0.476 8.398 -0.394 -0.031 0.002 -0.042 0.09
H 0.102 10.032 -0.978 -0.137 -0.028 0.136 0.09
H -2.717 7.124 3.618 -0.074 0.008 -0.052 0.09
H -4.074 7.099 2.459 -0.007 0.068 0.052 0.09
H -4.054 8.278 3.788 0.083 0.078 -0.161 0.09